1.
# C27H21AgF3I2N3O8Sb

A molecular structure, C27H21AgF3I2N3O8Sb in a non-equilibrium geometry (ωB97M-V with the def2-TZVPD basis set, the Open Molecules 2025 dataset).

XYZ file:
```
66
C27H21AgF3I2N3O8Sb (ωB97M-V with the def2-TZVPD basis set)
Ag 16.136 13.508 7.893
O 19.727 7.215 6.430
N 19.096 7.995 5.775
O 18.633 7.786 4.692
C 18.859 9.367 6.432
C 18.633 10.441 5.633
C 18.394 11.598 6.288
C 18.445 11.808 7.695
O 18.339 12.875 8.334
C 18.616 10.558 8.430
C 18.929 9.415 7.838
N 18.535 10.511 9.878
O 18.806 9.274 10.383
O 19.167 12.678 10.871
N 17.967 12.765 5.464
O 18.023 12.587 4.285
O 17.462 13.729 5.942
H 18.451 10.373 4.549
H 19.129 8.619 8.509
I 14.307 15.645 7.862
I 16.420 17.214 7.463
F 10.197 15.176 5.676
C 11.070 14.361 6.398
C 11.884 13.540 5.714
C 12.773 12.763 6.425
C 12.740 12.599 7.833
C 11.862 13.511 8.506
C 11.003 14.340 7.787
Sb 14.517 11.610 8.780
C 13.808 11.799 10.772
C 12.937 10.885 11.298
C 12.567 10.982 12.621
C 13.164 11.989 13.355
F 12.803 11.995 14.673
C 13.949 13.018 12.776
C 14.217 12.850 11.452
C 13.647 9.801 8.076
C 12.310 9.679 7.767
C 11.797 8.530 7.129
C 12.637 7.470 7.006
F 12.133 6.302 6.587
C 13.965 7.517 7.364
C 14.485 8.691 7.865
H 11.884 13.676 4.590
H 13.488 12.187 5.862
H 11.778 13.540 9.580
H 10.266 14.914 8.295
H 12.609 9.988 10.802
H 11.950 10.272 13.215
H 14.382 13.815 13.380
H 14.947 13.525 10.926
H 11.613 10.448 7.895
H 10.700 8.480 7.047
H 14.514 6.592 7.211
H 15.562 8.871 8.093
C 16.961 10.400 11.829
C 17.128 10.960 10.402
C 19.589 11.415 10.456
O 16.165 10.481 9.612
H 17.760 10.815 12.543
H 17.160 9.268 11.808
H 15.957 10.647 12.008
H 17.138 12.054 10.428
H 19.921 10.867 11.293
H 20.485 11.434 9.788
H 18.920 13.038 10.014
```

Output
Charge ... -1
Relative energy (zero: lowest compared OMol25 entry of this formula, charge and spin) ... 0.447 eV


2.
# CaH4N7O23

A molecular structure, CaH4N7O23 in a non-equilibrium geometry (ωB97M-V with the def2-TZVPD basis set, the Open Molecules 2025 dataset).

XYZ file:
```
35
CaH4N7O23 (ωB97M-V with the def2-TZVPD basis set)
Ca -19.035 17.323 -16.154
N -20.350 16.426 -19.276
O -20.229 15.401 -19.993
O -20.189 16.380 -18.022
O -20.774 17.480 -19.789
N -15.835 16.933 -14.511
O -16.095 16.714 -13.310
O -14.672 16.653 -14.937
O -16.668 17.405 -15.328
N -18.759 19.151 -13.043
O -19.076 18.327 -13.929
O -19.249 19.084 -11.883
O -17.957 20.091 -13.310
N -21.516 19.617 -16.850
O -22.463 19.764 -16.032
O -21.672 20.000 -18.028
O -20.408 19.182 -16.435
N -18.501 14.082 -14.353
O -19.001 15.063 -14.967
O -18.309 14.108 -13.103
O -18.258 13.021 -14.953
N -17.664 18.812 -19.032
O -18.495 19.636 -19.469
O -16.670 18.481 -19.710
O -17.840 18.363 -17.875
N -16.411 14.780 -17.656
O -15.281 15.251 -17.947
O -16.523 13.529 -17.566
O -17.415 15.520 -17.554
O -17.164 20.527 -16.288
H -17.020 19.568 -16.383
H -17.787 20.728 -16.996
O -21.457 16.399 -15.177
H -21.792 15.780 -15.835
H -21.008 15.846 -14.520
```

Output
E_tot ... -75994.3788 eV
Charge ... -5


3.
# C45H120N9O15

10 unconnected molecules or ions with the total composition C45H120N9O15 in a non-equilibrium geometry (ωB97M-V with the def2-TZVPD basis set, the Open Molecules 2025 dataset).

XYZ file:
```
189
C45H120N9O15 (ωB97M-V with the def2-TZVPD basis set)
N -14.340 -9.989 -1.809
H -14.840 -9.113 -1.842
H -14.313 -10.478 -2.692
H -14.691 -10.606 -1.090
H -13.416 -9.639 -1.597
N -14.489 -9.295 2.333
H -15.439 -9.086 2.606
H -14.068 -8.590 1.745
H -14.556 -10.035 1.648
H -13.845 -9.577 3.058
C -15.029 -13.474 1.427
C -15.102 -12.601 0.181
C -16.079 -13.174 -0.849
O -15.282 -11.240 0.505
H -14.443 -13.064 2.250
H -14.576 -14.449 1.246
H -16.040 -13.593 1.816
H -14.171 -12.624 -0.387
H -15.755 -14.173 -1.142
H -16.134 -12.591 -1.769
H -17.071 -13.294 -0.414
C -21.719 -9.104 6.980
O -21.325 -9.999 5.952
C -21.297 -9.371 4.669
C -20.706 -10.395 3.656
N -19.262 -10.419 3.662
C -18.849 -11.618 3.015
C -19.043 -11.592 1.495
O -20.365 -12.005 1.147
C -20.566 -12.337 -0.242
H -22.628 -8.558 6.726
H -20.852 -8.457 7.117
H -21.768 -9.592 7.953
H -20.707 -8.454 4.689
H -22.319 -9.172 4.345
H -21.001 -10.117 2.644
H -21.187 -11.341 3.902
H -18.924 -10.515 4.609
H -19.216 -12.549 3.446
H -17.781 -11.622 3.230
H -18.363 -12.301 1.024
H -18.889 -10.611 1.046
H -19.812 -13.062 -0.548
H -20.372 -11.539 -0.959
H -21.572 -12.722 -0.411
C -7.297 -12.039 -6.935
O -7.184 -12.290 -5.532
C -6.369 -13.492 -5.297
C -6.283 -13.635 -3.778
N -7.526 -14.326 -3.382
C -7.708 -14.415 -1.908
C -9.183 -14.726 -1.538
O -9.942 -13.610 -1.907
C -11.353 -13.812 -1.751
H -7.924 -12.822 -7.361
H -6.351 -12.009 -7.474
H -7.799 -11.075 -7.012
H -5.347 -13.365 -5.654
H -6.756 -14.436 -5.678
H -6.240 -12.655 -3.304
H -5.370 -14.197 -3.578
H -8.359 -13.875 -3.733
H -7.691 -13.413 -1.480
H -7.014 -15.105 -1.428
H -9.328 -15.025 -0.499
H -9.598 -15.607 -2.028
H -11.957 -12.908 -1.821
H -11.525 -14.339 -0.812
H -11.713 -14.368 -2.617
C -6.767 -8.639 4.174
O -7.465 -9.540 3.338
C -7.550 -10.852 3.800
C -8.315 -11.631 2.739
N -9.634 -11.148 2.518
C -10.414 -12.233 1.841
C -11.278 -13.071 2.840
O -10.558 -14.135 3.438
C -11.319 -15.183 3.944
H -5.849 -9.045 4.598
H -7.412 -8.284 4.978
H -6.408 -7.819 3.553
H -8.026 -10.918 4.778
H -6.572 -11.333 3.818
H -8.363 -12.661 3.091
H -7.760 -11.631 1.801
H -9.878 -11.039 3.492
H -9.708 -12.924 1.380
H -10.943 -11.786 0.999
H -12.246 -13.447 2.510
H -11.513 -12.426 3.687
H -11.926 -14.958 4.821
H -10.705 -16.028 4.254
H -11.953 -15.544 3.134
C -13.270 -5.980 -6.148
O -14.215 -6.962 -5.799
C -13.757 -8.199 -5.358
C -14.899 -9.089 -5.056
N -14.480 -10.411 -4.613
C -15.552 -11.357 -4.589
C -14.954 -12.771 -4.263
O -14.218 -13.371 -5.303
C -13.886 -14.736 -4.975
H -12.474 -5.830 -5.419
H -13.705 -4.991 -6.290
H -12.740 -6.304 -7.044
H -13.020 -8.101 -4.561
H -13.259 -8.714 -6.179
H -15.499 -9.137 -5.964
H -15.502 -8.645 -4.264
H -13.691 -10.813 -5.100
H -16.095 -11.424 -5.532
H -16.335 -11.016 -3.913
H -15.783 -13.438 -4.025
H -14.393 -12.747 -3.329
H -13.079 -15.025 -5.647
H -14.719 -15.393 -5.226
H -13.499 -14.856 -3.963
C -15.399 -2.968 -1.851
O -15.329 -4.371 -2.269
C -14.042 -4.995 -1.965
C -14.046 -6.501 -2.282
N -14.911 -7.328 -1.458
C -16.312 -6.875 -1.334
C -17.202 -8.102 -0.982
O -17.248 -9.023 -2.088
C -18.178 -10.083 -1.932
H -16.361 -2.468 -1.966
H -14.716 -2.391 -2.474
H -15.149 -2.858 -0.795
H -13.816 -4.771 -0.923
H -13.223 -4.550 -2.530
H -13.010 -6.801 -2.123
H -14.289 -6.689 -3.328
H -14.463 -7.395 -0.555
H -16.642 -6.479 -2.295
H -16.470 -6.035 -0.658
H -18.171 -7.772 -0.607
H -16.813 -8.601 -0.095
H -18.294 -10.596 -2.887
H -19.141 -9.677 -1.623
H -17.870 -10.877 -1.251
C -18.269 -15.661 1.203
O -18.668 -16.076 -0.120
C -18.181 -17.292 -0.591
C -18.719 -17.637 -2.039
N -17.975 -17.012 -3.132
C -17.885 -15.560 -3.043
C -19.272 -14.866 -3.095
O -19.770 -14.662 -4.421
C -20.014 -15.818 -5.168
H -18.718 -14.688 1.402
H -17.181 -15.627 1.265
H -18.728 -16.405 1.854
H -18.396 -18.071 0.140
H -17.103 -17.435 -0.671
H -19.796 -17.474 -2.085
H -18.570 -18.709 -2.169
H -18.518 -17.187 -3.965
H -17.291 -15.224 -3.894
H -17.473 -15.189 -2.105
H -19.241 -13.879 -2.632
H -19.923 -15.426 -2.424
H -20.788 -16.454 -4.738
H -19.039 -16.287 -5.303
H -20.274 -15.536 -6.188
C -16.618 -15.213 4.651
O -15.318 -14.668 4.958
C -15.348 -13.325 5.434
C -13.919 -12.916 5.975
N -13.638 -13.718 7.170
C -12.202 -13.638 7.576
C -11.862 -12.448 8.495
O -12.021 -12.634 9.925
C -12.044 -11.434 10.667
H -17.292 -15.189 5.507
H -16.415 -16.265 4.451
H -17.095 -14.683 3.827
H -16.031 -13.263 6.281
H -15.627 -12.663 4.614
H -13.743 -11.861 6.186
H -13.208 -13.246 5.218
H -13.793 -14.714 7.102
H -11.566 -13.580 6.693
H -11.947 -14.611 7.996
H -12.582 -11.675 8.227
H -10.799 -12.235 8.384
H -12.968 -10.889 10.472
H -11.144 -10.855 10.462
H -12.143 -11.730 11.711
```

Output
Charge ... +1
Relative energy (zero: lowest compared OMol25 entry of this formula, charge and spin) ... 5.273 eV


4.
# C8H22As2F12KN2O2

A molecular structure, C8H22As2F12KN2O2 in a non-equilibrium geometry (ωB97M-V with the def2-TZVPD basis set, the Open Molecules 2025 dataset).

XYZ file:
```
49
C8H22As2F12KN2O2 (ωB97M-V with the def2-TZVPD basis set)
K 0.069 -0.246 -0.027
As -0.415 -2.226 -3.610
F 0.744 -3.038 -4.614
F -1.485 -2.034 -5.085
F -1.755 -1.407 -2.656
F 0.656 -2.258 -2.114
F 0.311 -0.647 -3.945
F -1.271 -3.732 -3.114
As -3.559 2.199 0.399
F -2.235 0.987 0.337
F -2.524 3.345 1.291
F -4.898 3.341 0.513
F -4.485 1.051 -0.641
F -4.184 1.437 1.838
F -2.845 2.984 -1.034
C 2.610 2.547 -2.903
C 1.887 1.986 -1.725
C 1.749 3.077 -0.641
O 1.066 2.564 0.497
C 0.821 3.512 1.525
N 0.637 1.288 -2.213
H 1.937 3.343 -3.219
H 2.839 1.901 -3.750
H 3.592 2.903 -2.589
H 2.597 1.259 -1.330
H 1.236 3.967 -1.008
H 2.772 3.308 -0.346
H 0.018 3.255 2.215
H 0.438 4.371 0.974
H 1.758 3.777 2.014
H 0.712 0.655 -2.996
H -0.036 2.005 -2.446
C -1.583 -3.005 3.766
C -0.371 -2.305 3.100
C 0.348 -3.165 2.154
O 1.506 -2.365 1.802
C 2.367 -3.055 0.845
N -0.929 -1.198 2.341
H -1.378 -3.677 4.599
H -2.310 -3.459 3.093
H -2.153 -2.225 4.271
H 0.377 -1.992 3.828
H -0.232 -3.337 1.247
H 0.602 -4.103 2.649
H 2.048 -2.757 -0.154
H 2.547 -4.104 1.081
H 3.392 -2.717 0.996
H -1.256 -0.463 2.952
H -1.729 -1.546 1.832
```

Output
Spin multiplicity ... 2
E_tot ... -186343.5495 eV
Charge ... 0


5.
# C2H2O2S2

A single C2H2O2S2 molecule in a non-equilibrium geometry (ωB97M-V with the def2-TZVPD basis set, the Open Molecules 2025 dataset).

XYZ file:
```
8
C2H2O2S2 (ωB97M-V with the def2-TZVPD basis set)
C 0.065 0.244 -0.596
C 0.040 -0.505 0.842
H -0.215 -0.380 -2.536
H -0.493 1.130 1.729
O 0.299 -0.617 -1.555
O -0.273 0.242 1.875
S -0.297 1.788 -0.628
S 0.873 -1.903 0.870
```

Output
Charge ... 0
Relative energy (zero: lowest compared OMol25 entry of this formula, charge and spin) ... 1.604 eV


6.
# C9H14Cl2O8Rb

A molecular structure, C9H14Cl2O8Rb in a non-equilibrium geometry (ωB97M-V with the def2-TZVPD basis set, the Open Molecules 2025 dataset).

XYZ file:
```
34
C9H14Cl2O8Rb (ωB97M-V with the def2-TZVPD basis set)
Rb 1.134 0.469 -0.014
O -2.008 3.293 3.130
C -0.747 2.947 2.790
O -0.108 3.502 1.940
C -0.251 1.768 3.598
O 0.426 0.926 2.729
C 1.141 -0.133 3.373
C 1.925 -0.867 2.263
O 1.518 -2.016 1.973
O 2.838 -0.187 1.718
H -2.265 3.977 2.500
H 0.423 2.165 4.367
H -1.083 1.267 4.095
H 1.833 0.288 4.113
H 0.448 -0.825 3.854
C 1.838 -2.037 -2.876
C 0.368 -1.822 -2.545
C -0.526 -2.651 -3.446
O 0.121 -2.158 -1.156
C -0.016 -0.314 -2.622
O -1.234 -0.059 -2.763
O 0.931 0.513 -2.468
H 2.046 -3.106 -3.004
H 2.475 -1.649 -2.082
H 2.101 -1.512 -3.795
H -0.461 -3.704 -3.157
H -0.215 -2.556 -4.492
H -1.554 -2.310 -3.352
H 0.643 -2.928 -0.915
Cl -1.786 0.788 0.377
C -2.324 1.921 -0.889
Cl -3.108 3.416 -0.250
H -3.048 1.411 -1.495
H -1.475 2.183 -1.498
```

Output
Charge ... -1
Relative energy (zero: lowest compared OMol25 entry of this formula, charge and spin) ... 1.030 eV


7.
# C14H17N3O

A single C14H17N3O molecule in a non-equilibrium geometry (ωB97M-V with the def2-TZVPD basis set, the Open Molecules 2025 dataset).

XYZ file:
```
35
C14H17N3O (ωB97M-V with the def2-TZVPD basis set)
O 2.466 0.700 1.842
C 1.718 -0.236 1.738
C 0.200 -0.241 1.729
N -0.712 -1.284 1.824
C -1.947 -0.658 1.867
C -1.669 0.692 1.738
N -0.359 0.996 1.627
H 2.041 -1.314 1.581
H -2.920 -1.109 1.995
H -2.423 1.490 1.722
C -0.957 -3.158 4.329
N -1.115 -3.551 2.941
C -1.716 -4.862 2.778
C -0.364 -2.793 2.040
C -0.371 -3.365 0.613
C -1.522 -3.866 -0.044
C -1.378 -4.641 -1.207
C -0.127 -4.994 -1.710
C 0.029 -5.674 -3.042
C 0.974 -4.684 -0.918
C 0.855 -3.900 0.220
H -1.696 -3.704 4.906
H 0.015 -3.342 4.823
H -1.169 -2.086 4.375
H -2.003 -5.199 3.764
H -2.656 -4.765 2.221
H -1.177 -5.744 2.373
H 0.615 -2.599 2.475
H -2.546 -3.730 0.332
H -2.240 -4.906 -1.851
H 1.073 -5.880 -3.309
H -0.514 -6.626 -3.087
H -0.389 -5.047 -3.841
H 1.960 -4.975 -1.310
H 1.759 -3.773 0.835
```

Output
Charge ... 0
Relative energy (zero: lowest compared OMol25 entry of this formula, charge and spin) ... 4.142 eV


8.
# C8H13BrClF2N2O8S2

A molecular structure, C8H13BrClF2N2O8S2 (ωB97M-V with the def2-TZVPD basis set, the Open Molecules 2025 dataset).

XYZ file:
```
37
C8H13BrClF2N2O8S2 (ωB97M-V with the def2-TZVPD basis set)
N -1.570 3.835 -2.791
C -2.340 2.629 -2.414
C -1.544 1.359 -2.707
C -0.627 0.712 -1.638
C -0.994 0.669 -0.140
C -2.451 0.440 0.238
C -3.234 -0.525 -0.650
O -4.619 -0.190 -0.740
O -0.244 -0.509 0.358
C 0.996 -0.129 0.733
O 1.877 -0.840 1.069
O 1.070 1.258 0.657
C -0.248 1.701 0.740
Cl -0.775 1.580 2.466
Br -0.372 3.533 0.241
H -2.200 4.631 -2.750
H -1.350 3.746 -3.779
H -2.637 2.715 -1.372
H -3.270 2.579 -2.993
H -2.227 0.605 -3.098
H -0.892 1.608 -3.549
H -0.526 -0.339 -1.908
H 0.373 1.137 -1.722
H -2.427 0.023 1.244
H -2.955 1.406 0.318
H -3.136 -1.537 -0.248
H -2.858 -0.552 -1.667
H -4.860 0.328 0.033
N 4.114 -3.222 3.095
S 4.521 -3.841 1.692
O 4.866 -5.227 1.728
O 5.287 -2.984 0.846
F 3.070 -3.829 1.046
S 5.259 -3.076 4.163
O 4.711 -2.790 5.449
O 6.405 -2.337 3.737
F 5.809 -4.570 4.314
```

Output
E_tot ... -137538.9959 eV
Charge ... -1